8 unconnected molecules or ions with the total composition C36H59NO17S. Source: the OMol25 dataset; level of theory: ωB97M-V/def2-TZVPD.

Summary:
* SMILES: NCCCC[C@@H]1CCCOS1(=O)=O.O=C1CCCO1.O=C1CCCO1.O=C1CCCO1.O=C1CCCO1.O=C1CCCO1.O=C1CCCO1.O=C1CCCO1
* E_LUMO: 0.062 eV
* HOMO-LUMO gap: 8.99 eV
* E: -85422.7141 eV
* HOMO level: -8.927 eV

Last column: Mulliken charge in e.
Positions of all 114 atoms, in Å:
N1 -2.93 4.28 2.06  -0.710
C1 -1.61 3.65 2.38  -0.264
C2 -0.49 4.41 1.60  -0.665
C3 0.79 3.57 1.28  -1.187
C4 0.52 2.23 0.56  -0.120
C5 0.32 2.34 -0.99  0.579
C6 0.52 3.74 -1.62  -0.889
C7 -0.06 3.86 -3.09  -0.862
C8 -1.49 3.26 -3.23  -0.422
O1 -1.53 1.83 -3.01  -0.046
S1 -1.31 1.58 -1.39  1.029
O2 -1.17 0.12 -1.23  -0.719
O3 -2.40 2.15 -0.57  -0.466
H1 -2.86 5.28 2.21  0.257
H2 -3.06 4.16 1.06  0.209
H3 -1.52 3.71 3.47  0.440
H4 -1.73 2.59 2.10  0.073
H5 -0.96 4.88 0.71  0.301
H6 -0.17 5.25 2.25  0.342
H7 1.54 4.21 0.78  0.303
H8 1.24 3.31 2.26  0.550
H9 -0.32 1.65 0.98  0.744
H10 1.42 1.60 0.72  -0.500
H11 1.05 1.66 -1.48  0.208
H12 1.62 3.90 -1.72  0.161
H13 0.07 4.58 -1.06  0.189
H14 -0.18 4.95 -3.27  0.432
H15 0.63 3.48 -3.85  0.333
H16 -1.83 3.43 -4.27  0.348
H17 -2.20 3.73 -2.53  0.267
O4 -9.19 2.07 -0.22  -0.572
C9 -8.05 1.96 -0.56  0.439
O5 -7.09 2.85 -0.24  -0.364
C10 -5.86 2.49 -0.90  0.167
C11 -5.99 1.01 -1.20  -0.197
C12 -7.49 0.86 -1.43  -0.457
H18 -5.76 3.09 -1.81  0.149
H19 -5.02 2.70 -0.24  -0.047
H20 -5.38 0.69 -2.05  0.078
H21 -5.69 0.43 -0.33  0.277
H22 -7.76 1.06 -2.47  0.234
H23 -7.85 -0.11 -1.12  0.319
O6 1.68 -0.30 2.69  -0.645
C13 1.16 -1.26 2.19  0.365
O7 0.64 -2.28 2.91  -0.268
C14 0.19 -3.32 2.02  -0.633
C15 -0.03 -2.63 0.68  -0.538
C16 1.03 -1.53 0.72  1.101
H24 0.97 -4.09 1.97  0.204
H25 -0.72 -3.76 2.40  0.476
H26 0.06 -3.30 -0.17  0.266
H27 -1.01 -2.18 0.65  0.250
H28 2.00 -1.88 0.34  0.192
H29 0.71 -0.64 0.18  -0.795
O8 3.58 3.16 -0.78  -0.619
C17 4.10 2.17 -1.24  0.510
O9 4.69 2.15 -2.46  -0.400
C18 5.11 0.81 -2.76  -0.542
C19 5.22 0.11 -1.42  -0.388
C20 4.14 0.81 -0.61  0.393
H30 4.36 0.34 -3.41  0.239
H31 6.06 0.83 -3.29  0.392
H32 5.10 -0.97 -1.48  0.409
H33 6.20 0.31 -0.98  0.002
H34 3.17 0.32 -0.73  -0.346
H35 4.41 0.87 0.45  0.399
O10 -2.58 -3.72 1.20  -0.510
C21 -2.93 -4.66 0.55  0.469
O11 -4.02 -5.40 0.85  -0.379
C22 -4.11 -6.52 -0.06  -0.469
C23 -3.31 -6.10 -1.28  -0.601
C24 -2.23 -5.21 -0.67  -0.237
H36 -3.69 -7.40 0.43  0.267
H37 -5.15 -6.71 -0.29  0.324
H38 -2.92 -6.95 -1.84  0.342
H39 -3.94 -5.51 -1.95  0.273
H40 -1.36 -5.79 -0.35  0.276
H41 -1.93 -4.42 -1.35  0.251
O12 5.88 -0.19 1.71  -0.535
C25 7.01 0.16 1.83  0.482
O13 8.02 -0.67 2.19  -0.377
C26 9.24 0.07 2.35  -0.467
C27 9.04 1.34 1.53  -0.583
C28 7.54 1.56 1.66  -0.182
H42 9.38 0.29 3.41  0.262
H43 10.08 -0.52 1.99  0.334
H44 9.64 2.17 1.87  0.335
H45 9.29 1.14 0.48  0.260
H46 7.29 2.15 2.54  0.346
H47 7.12 2.03 0.76  0.122
O14 -5.90 -1.14 -7.33  -0.579
C29 -4.95 -0.65 -6.81  0.407
O15 -4.98 -0.11 -5.56  -0.331
C30 -3.71 0.49 -5.26  0.159
C31 -2.72 -0.19 -6.19  -0.538
C32 -3.58 -0.49 -7.41  -0.372
H48 -3.78 1.57 -5.45  0.095
H49 -3.47 0.33 -4.21  -0.021
H50 -1.84 0.42 -6.40  0.299
H51 -2.38 -1.13 -5.74  0.311
H52 -3.59 0.35 -8.11  0.256
H53 -3.26 -1.40 -7.91  0.295
O16 1.75 -6.07 6.88  -0.586
C33 1.59 -4.88 6.81  0.476
O17 0.47 -4.31 6.30  -0.384
C34 0.63 -2.88 6.26  0.018
C35 1.71 -2.57 7.27  -0.576
C36 2.58 -3.82 7.21  -0.350
H54 0.92 -2.60 5.24  -0.042
H55 -0.31 -2.40 6.50  0.346
H56 2.25 -1.65 7.06  0.327
H57 1.27 -2.49 8.27  0.278
H58 3.34 -3.74 6.43  0.244
H59 3.03 -4.05 8.16  0.299

---

2 unconnected molecules or ions with the total composition CH9N3. Source: the OMol25 dataset; level of theory: ωB97M-V/def2-TZVPD.

Summary:
* SMILES: NCN.N
* E_LUMO: 0.617 eV
* HOMO-LUMO gap: 10.34 eV
* E: -5652.6630 eV
* energy relative to the best compared isomer or geometry (same formula, charge and spin): 56.7 kJ/mol
* HOMO level: -9.724 eV

Last column: natural (NBO) charge in e.
Positions of all 13 atoms, in Å:
N1 1.47 1.13 3.45  -1.112
H1 0.50 0.77 3.33  0.365
H2 1.41 2.19 3.52  0.376
H3 2.13 0.71 2.83  0.372
N2 -1.37 -1.68 -1.55  -0.811
C1 -1.06 -0.29 -1.58  -0.060
N3 0.38 -0.06 -1.61  -0.845
H4 -1.05 -1.93 -0.59  0.343
H5 -0.69 -2.14 -2.20  0.358
H6 -1.65 0.16 -0.73  0.149
H7 -1.44 0.34 -2.42  0.170
H8 0.57 0.96 -1.78  0.354
H9 0.77 -0.16 -0.66  0.342

---

11 unconnected molecules or ions with the total composition C81H176N8O11. Source: the OMol25 dataset; level of theory: ωB97M-V/def2-TZVPD.

Summary:
* SMILES: CC1(C)CCCC(C)(C)N1O.CC1(C)CCCC(C)(C)N1O.CC1(C)CCCC(C)(C)N1O.CC1(C)CCCC(C)(C)N1O.CC1(C)CCCC(C)(C)N1O.CC1(C)CCCC(C)(C)N1O.CC1(C)CCCC(C)(C)N1O.CC1(C)CCCC(C)(C)N1O.CC(C)O.CC(C)O.CC(C)O
* E_LUMO: 0.150 eV
* HOMO-LUMO gap: 7.99 eV
* E: -121280.5583 eV
* energy relative to the best compared isomer or geometry (same formula, charge and spin): 399.6 kJ/mol
* HOMO level: -7.843 eV

Last column: Mulliken charge in e.
Positions of all 276 atoms, in Å:
C1 1.83 0.13 2.23  -1.742
C2 1.14 0.53 0.88  2.653
C3 0.08 -0.53 0.65  0.015
C4 -0.83 -0.15 -0.59  -0.945
C5 -1.54 1.09 -0.10  -0.379
C6 -0.64 2.30 0.14  2.267
N1 0.51 1.88 1.06  1.651
O1 1.38 2.91 1.15  -0.647
C7 -0.34 2.91 -1.24  -2.198
C8 -1.52 3.31 0.95  -1.624
C9 2.05 0.47 -0.29  -1.701
H1 1.03 0.08 2.97  0.435
H2 2.50 0.83 2.73  0.059
H3 2.32 -0.84 2.14  -0.036
H4 0.49 -1.53 0.50  0.333
H5 -0.53 -0.70 1.53  -1.543
H6 -1.55 -0.94 -0.75  0.575
H7 -0.25 -0.12 -1.51  0.340
H8 -2.02 0.94 0.86  -0.578
H9 -2.38 1.20 -0.80  0.236
H10 0.59 2.57 -1.69  0.302
H11 -1.11 2.72 -1.98  0.156
H12 -0.25 3.99 -1.09  0.303
H13 -1.94 2.80 1.81  -0.055
H14 -1.04 4.26 1.21  0.516
H15 -2.42 3.64 0.42  0.264
H16 2.46 -0.54 -0.39  0.275
H17 2.89 1.16 -0.34  0.217
H18 1.57 0.79 -1.22  0.072
H19 1.04 3.24 1.98  0.267
C10 -3.27 4.79 -7.57  -1.962
C11 -3.53 4.33 -6.09  1.948
C12 -3.90 5.63 -5.37  -1.415
C13 -4.42 5.48 -3.95  -0.531
C14 -5.63 4.49 -3.98  -1.080
C15 -5.38 3.16 -4.76  1.710
N2 -4.71 3.43 -6.05  0.154
O2 -4.47 2.31 -6.83  -0.422
C16 -4.63 2.16 -3.80  -0.815
C17 -6.81 2.54 -5.07  -1.854
C18 -2.14 3.85 -5.61  -0.810
H20 -4.20 4.99 -8.09  0.471
H21 -2.68 4.12 -8.21  0.228
H22 -2.78 5.76 -7.56  0.417
H23 -3.09 6.36 -5.40  0.218
H24 -4.72 6.04 -5.96  0.547
H25 -4.80 6.42 -3.54  0.588
H26 -3.67 5.14 -3.24  0.009
H27 -6.43 5.08 -4.43  0.574
H28 -5.75 4.33 -2.91  -0.018
H29 -4.07 2.68 -3.02  0.147
H30 -5.42 1.73 -3.19  0.455
H31 -4.02 1.35 -4.18  -0.393
H32 -6.75 1.59 -5.59  0.340
H33 -7.43 2.38 -4.19  0.321
H34 -7.35 3.20 -5.76  0.500
H35 -2.11 3.54 -4.56  -0.035
H36 -1.40 4.60 -5.90  0.453
H37 -1.89 2.91 -6.11  -0.016
H38 -3.76 1.82 -6.41  0.113
C19 6.05 -1.78 4.35  -2.547
C20 4.78 -2.65 4.25  2.793
C21 4.66 -3.04 2.75  -1.749
C22 3.64 -4.11 2.34  2.223
C23 3.85 -5.27 3.27  -1.994
C24 3.91 -5.02 4.80  1.497
N3 4.86 -3.89 5.04  0.303
O3 5.12 -3.62 6.32  -0.466
C25 2.52 -4.65 5.38  -0.848
C26 4.50 -6.35 5.52  -1.911
C27 3.51 -1.83 4.60  -0.530
H39 6.05 -1.10 3.50  0.327
H40 6.97 -2.36 4.27  0.467
H41 6.07 -1.10 5.21  0.589
H42 4.37 -2.15 2.20  0.067
H43 5.63 -3.37 2.38  0.715
H44 3.63 -4.44 1.30  -0.181
H45 2.68 -3.70 2.63  -1.363
H46 4.84 -5.66 3.01  0.492
H47 3.17 -6.09 3.04  0.471
H48 1.94 -5.56 5.49  0.500
H49 2.60 -4.08 6.31  0.265
H50 1.93 -4.16 4.61  -0.338
H51 4.58 -6.29 6.60  0.393
H52 3.86 -7.21 5.32  0.386
H53 5.49 -6.57 5.13  0.447
H54 2.54 -2.21 4.30  -0.400
H55 3.60 -0.87 4.10  -0.645
H56 3.49 -1.70 5.68  0.789
H57 6.08 -3.61 6.31  0.390
C28 4.79 -3.44 -2.15  -1.811
C29 3.49 -4.26 -2.45  2.154
C30 3.09 -4.04 -3.93  -1.290
C31 3.95 -4.84 -4.95  -0.975
C32 4.13 -6.28 -4.60  -1.310
C33 4.54 -6.56 -3.10  1.792
N4 3.71 -5.70 -2.17  0.246
O4 3.91 -5.96 -0.81  -0.357
C34 4.32 -8.07 -2.88  -2.060
C35 6.08 -6.30 -3.00  -1.657
C36 2.34 -3.60 -1.61  -1.205
H58 4.51 -2.40 -2.31  0.442
H59 5.64 -3.67 -2.79  0.372
H60 5.17 -3.69 -1.16  0.290
H61 2.05 -4.33 -4.06  0.454
H62 3.14 -2.97 -4.13  0.471
H63 4.97 -4.45 -5.01  0.346
H64 3.47 -4.77 -5.93  0.375
H65 4.82 -6.62 -5.38  0.385
H66 3.25 -6.85 -4.92  0.424
H67 4.84 -8.70 -3.60  0.432
H68 4.66 -8.29 -1.87  0.420
H69 3.26 -8.33 -2.93  0.450
H70 6.74 -7.14 -3.17  0.431
H71 6.38 -5.58 -3.76  0.327
H72 6.35 -5.91 -2.01  0.263
H73 1.48 -4.27 -1.62  0.618
H74 1.99 -2.62 -1.94  0.108
H75 2.62 -3.43 -0.57  -0.418
H76 3.08 -6.39 -0.58  0.317
C37 -4.31 -6.67 4.51  -1.911
C38 -3.40 -5.90 3.43  1.331
C39 -4.44 -5.07 2.56  -1.314
C40 -3.76 -4.00 1.76  -0.755
C41 -2.77 -3.18 2.50  -0.464
C42 -1.70 -3.91 3.35  2.747
N5 -2.42 -4.91 4.13  0.291
O5 -1.57 -5.51 5.07  -0.474
C43 -0.59 -4.47 2.42  -1.698
C44 -1.06 -2.92 4.36  -2.104
C45 -2.74 -6.96 2.57  -1.619
H77 -4.87 -5.98 5.14  0.440
H78 -3.74 -7.33 5.16  0.389
H79 -5.10 -7.27 4.06  0.388
H80 -4.96 -5.72 1.86  0.445
H81 -5.25 -4.71 3.20  0.347
H82 -4.46 -3.33 1.25  0.486
H83 -3.19 -4.57 1.03  0.257
H84 -3.45 -2.60 3.13  0.367
H85 -2.26 -2.41 1.92  -0.566
H86 -0.93 -4.75 1.41  0.348
H87 0.16 -3.70 2.22  0.044
H88 0.03 -5.28 2.80  0.461
H89 -0.37 -3.45 5.02  0.523
H90 -0.60 -2.02 3.96  -0.269
H91 -1.90 -2.66 4.99  0.665
H92 -2.15 -7.71 3.09  0.360
H93 -2.07 -6.55 1.81  0.290
H94 -3.49 -7.59 2.09  0.452
H95 -1.93 -4.98 5.79  0.383
C46 -8.12 -0.03 -0.10  -1.665
C47 -8.02 0.22 1.40  1.833
C48 -6.90 -0.66 2.06  -1.953
C49 -5.47 -0.29 1.73  0.558
C50 -5.25 1.17 2.10  0.087
C51 -6.28 2.11 1.42  1.804
N6 -7.68 1.64 1.70  0.158
O6 -8.63 2.55 1.37  -0.483
C52 -6.09 3.47 2.15  -2.180
C53 -6.03 2.24 -0.16  -1.301
C54 -9.40 -0.11 2.07  -2.007
H96 -7.18 -0.15 -0.64  0.267
H97 -8.73 0.70 -0.64  0.309
H98 -8.62 -0.97 -0.31  0.475
H99 -7.08 -0.51 3.12  0.371
H100 -6.99 -1.74 1.92  0.632
H101 -5.35 -0.67 0.71  0.502
H102 -4.86 -0.88 2.42  -0.580
H103 -4.29 1.47 1.69  -0.959
H104 -5.23 1.40 3.17  0.469
H105 -6.74 4.10 1.55  0.481
H106 -6.44 3.48 3.19  0.443
H107 -5.06 3.83 2.15  0.303
H108 -5.30 3.04 -0.27  0.637
H109 -5.34 1.51 -0.58  0.179
H110 -6.88 2.43 -0.81  0.050
H111 -10.18 0.55 1.70  0.403
H112 -9.36 0.24 3.10  0.460
H113 -9.57 -1.19 2.04  0.380
H114 -8.55 2.55 0.41  0.428
C55 -1.79 0.65 -8.60  -1.629
C56 -1.76 -0.84 -8.17  1.939
C57 -0.59 -1.53 -8.99  -1.277
C58 0.73 -1.54 -8.27  -0.897
C59 0.56 -2.05 -6.80  -1.130
C60 -0.38 -1.10 -5.99  2.508
N7 -1.71 -1.06 -6.68  -0.202
O7 -2.70 -0.29 -5.98  -0.119
C61 -0.49 -1.74 -4.55  -2.199
C62 0.16 0.31 -5.82  -1.778
C63 -3.09 -1.46 -8.74  -1.964
H115 -2.11 0.85 -9.63  0.481
H116 -0.82 1.15 -8.56  0.400
H117 -2.36 1.31 -7.95  0.138
H118 -0.89 -2.48 -9.42  0.456
H119 -0.33 -0.95 -9.88  0.371
H120 1.28 -0.60 -8.29  0.365
H121 1.46 -2.14 -8.82  0.461
H122 1.53 -2.16 -6.32  0.207
H123 0.11 -3.04 -6.92  0.401
H124 -1.00 -1.10 -3.83  0.435
H125 -1.04 -2.68 -4.51  0.543
H126 0.51 -1.80 -4.13  0.210
H127 0.40 0.84 -6.74  0.252
H128 -0.45 0.97 -5.20  0.295
H129 1.11 0.29 -5.28  0.432
H130 -3.43 -2.44 -8.41  0.448
H131 -3.19 -1.49 -9.82  0.438
H132 -3.93 -0.81 -8.50  0.316
H133 -3.15 -0.91 -5.40  0.276
C64 4.95 2.02 1.88  -1.446
C65 5.73 2.81 2.90  1.870
C66 4.82 2.92 4.15  -0.518
C67 5.52 3.52 5.47  -0.907
C68 6.72 2.62 5.78  -1.161
C69 7.73 2.55 4.56  1.274
N8 7.01 2.20 3.29  1.053
O8 7.96 2.14 2.16  -0.580
C70 8.59 3.83 4.50  -1.757
C71 8.67 1.34 4.84  -1.758
C72 5.97 4.21 2.32  -1.752
H134 4.74 0.99 2.15  -0.022
H135 5.64 2.01 1.03  0.576
H136 3.93 2.37 1.72  0.124
H137 3.93 3.52 4.00  0.099
H138 4.48 1.89 4.24  0.032
H139 4.76 3.62 6.24  0.417
H140 5.91 4.52 5.23  0.374
H141 6.35 1.64 6.09  0.320
H142 7.27 3.08 6.60  0.494
H143 8.01 4.76 4.52  0.348
H144 9.20 3.94 5.39  0.478
H145 9.29 3.86 3.66  0.337
H146 9.50 1.40 4.13  0.453
H147 9.17 1.40 5.81  0.409
H148 8.27 0.33 4.82  0.121
H149 6.50 4.31 1.37  0.317
H150 6.50 4.85 3.02  0.325
H151 5.00 4.66 2.16  0.311
H152 7.95 1.20 1.95  0.325
C73 -0.48 7.18 -3.69  -0.857
C74 0.96 6.91 -3.50  0.342
C75 1.33 5.59 -4.14  -0.775
O9 1.85 7.82 -3.98  -0.588
H153 -0.82 8.05 -3.13  0.391
H154 -1.06 6.34 -3.31  0.064
H155 -0.83 7.27 -4.72  0.270
H156 1.10 6.74 -2.43  0.199
H157 1.14 5.55 -5.21  0.338
H158 0.86 4.78 -3.59  -0.020
H159 2.40 5.43 -3.98  0.346
H160 1.73 7.95 -4.93  0.364
C76 2.36 6.91 5.10  -0.865
C77 0.84 6.68 5.02  0.188
C78 0.40 5.89 3.77  -0.688
O10 0.49 6.03 6.27  -0.561
H161 2.65 7.34 6.06  0.375
H162 2.87 7.47 4.32  0.387
H163 2.88 5.96 5.19  -0.120
H164 0.41 7.67 5.19  0.369
H165 0.96 4.97 3.63  -0.185
H166 0.61 6.41 2.84  0.520
H167 -0.67 5.72 3.80  0.274
H168 1.01 5.23 6.19  0.341
C79 -1.64 2.93 4.95  -1.722
C80 -2.79 1.95 4.72  2.025
C81 -2.34 0.55 4.65  -0.879
O11 -3.65 2.03 5.87  -0.685
H169 -1.16 2.68 5.90  0.483
H170 -1.92 3.98 5.02  0.374
H171 -0.86 2.90 4.19  0.081
H172 -3.39 2.22 3.85  -0.586
H173 -1.65 0.31 5.47  0.510
H174 -1.73 0.25 3.80  -0.138
H175 -3.19 -0.13 4.59  0.266
H176 -4.49 1.58 5.74  0.376

---

A molecular structure, C24H27N5O2RbTe. Source: the OMol25 dataset; level of theory: ωB97M-V/def2-TZVPD.

Summary:
* E_LUMO: 2.236 eV
* HOMO-LUMO gap: 6.09 eV
* E: -44824.5506 eV
* energy relative to the best compared isomer or geometry (same formula, charge and spin): 11.6 kJ/mol
* charge: -1
* HOMO level: -3.852 eV

Last column: natural (NBO) charge in e.
Positions of all 60 atoms, in Å:
Rb1 1.05 -0.02 -0.07  0.941
C1 -3.18 2.68 2.00  -0.684
C2 -2.12 1.67 1.64  0.125
N1 -1.02 1.96 1.05  -0.224
N2 -0.83 3.26 0.75  -0.526
C3 0.41 3.51 0.31  0.587
O1 1.37 2.73 0.19  -0.755
C4 0.63 4.96 -0.07  -0.028
C5 1.88 5.34 -0.53  -0.212
C6 2.14 6.65 -0.90  -0.228
C7 1.14 7.61 -0.80  -0.229
C8 -0.12 7.24 -0.34  -0.220
C9 -0.37 5.92 0.02  -0.213
C10 -2.31 0.26 2.06  0.199
C11 -3.19 -0.05 3.10  -0.265
C12 -3.30 -1.36 3.55  -0.165
C13 -2.53 -2.34 2.95  -0.285
C14 -1.70 -1.96 1.91  0.049
N3 -1.60 -0.71 1.46  -0.483
H1 -3.06 3.54 1.35  0.254
H2 -3.07 3.02 3.03  0.212
H3 -4.18 2.25 1.88  0.202
H4 2.65 4.57 -0.60  0.235
H5 3.12 6.94 -1.26  0.201
H6 1.33 8.63 -1.08  0.199
H7 -0.91 7.98 -0.26  0.198
H8 -1.35 5.62 0.39  0.233
H9 -3.77 0.73 3.57  0.215
H10 -3.97 -1.60 4.37  0.207
H11 -2.56 -3.37 3.27  0.220
H12 -1.09 -2.70 1.40  0.214
C15 7.00 -6.05 -1.63  -0.618
C16 5.68 -5.49 -1.15  -0.048
C17 5.35 -5.49 0.19  -0.252
C18 4.12 -5.00 0.65  0.050
C19 3.85 -5.04 2.13  -0.652
C20 3.19 -4.48 -0.26  -0.240
Te1 1.33 -3.71 0.40  -0.572
C21 3.53 -4.48 -1.63  -0.043
C22 2.57 -3.96 -2.67  -0.642
C23 4.76 -4.98 -2.05  -0.229
H13 7.67 -6.26 -0.80  0.205
H14 7.51 -5.35 -2.30  0.207
H15 6.86 -6.98 -2.19  0.206
H16 6.06 -5.89 0.91  0.187
H17 4.69 -5.48 2.67  0.191
H18 2.95 -5.62 2.34  0.227
H19 3.66 -4.04 2.52  0.228
H20 2.29 -2.92 -2.48  0.232
H21 1.64 -4.53 -2.65  0.214
H22 3.01 -4.03 -3.67  0.196
H23 4.99 -4.97 -3.11  0.188
N4 -1.80 -1.98 -1.41  -0.844
C24 -0.78 -1.98 -2.32  0.801
N5 -0.68 -3.13 -3.08  -0.849
O2 -0.06 -1.01 -2.50  -0.703
H24 -2.28 -2.84 -1.20  0.385
H25 -1.75 -1.30 -0.66  0.420
H26 -0.81 -3.98 -2.54  0.389
H27 0.20 -3.15 -3.57  0.395